1.
C31H29F2N2O12PS3 | wB97M-V/def2-TZVPD

The value obtained for the frontier orbital gap is 6.6 eV.

Last column: Mulliken charge in e.
Cartesian coordinates (Å):
O 0.7415 -4.9914 1.5016  -0.62
C 0.0793 -3.9295 1.4453  0.29
C -1.4538 -3.9279 1.0310  0.23
P -2.1927 -5.6134 0.5440  0.93
O -2.6490 -6.3506 1.8204  -0.67
O -3.5537 -5.4972 -0.4661  -0.51
O -1.0263 -6.5393 -0.3342  -0.48
C -2.1723 -2.7090 1.0650  -0.05
N -3.6260 -2.7442 0.6924  -0.47
C -3.8186 -2.1257 -0.4329  0.32
S -4.2448 -0.9361 -1.5292  -0.11
C -1.5418 -1.2885 1.5269  0.97
O -2.3921 -0.3682 1.6949  -0.59
C 0.0117 -1.1728 1.7710  -0.15
C 0.7820 0.1793 2.0262  0.73
C -0.0442 1.5405 1.9925  -0.06
C 0.7263 2.8373 2.5180  -0.67
C 0.4458 4.1802 1.6789  -0.71
S 0.5525 3.9912 -0.1556  -0.08
C 2.2467 3.4978 -0.6754  0.27
S 3.4875 3.4531 0.4898  -0.22
N 2.4523 3.2003 -2.0905  0.01
C 1.3136 2.4603 -2.7066  -1.10
C 1.0732 0.9918 -2.0430  0.82
O 2.2590 0.2131 -2.4235  -0.48
C 3.4564 0.8239 -1.8200  0.39
C 3.6554 2.3554 -2.3421  -0.94
C 2.3158 0.0592 2.2866  -0.62
C 3.0906 -1.3093 2.3073  0.46
C 4.6655 -1.2675 2.6408  -0.24
C 5.7841 -1.3047 1.5751  -0.33
C 7.2641 -1.2060 2.0934  -0.49
C 7.6249 -1.0755 3.6105  -0.32
C 6.5050 -1.0383 4.6780  -0.46
C 5.0383 -1.1406 4.1604  -0.20
C 2.3425 -2.6297 2.0150  -0.81
C 0.8159 -2.5312 1.7504  -0.10
H -3.3026 -5.1738 -1.3609  0.32
H -1.0167 -6.0936 -1.2173  0.33
H -0.9505 1.3811 2.6953  0.41
H -0.4937 1.6307 0.9414  0.30
H 0.3314 3.0463 3.5870  0.37
H 1.8552 2.7388 2.6229  0.19
H 1.1003 5.0279 2.0879  0.37
H -0.6461 4.4846 1.9149  0.36
H 1.6169 2.2322 -3.8000  0.40
H 0.3411 3.0684 -2.7918  0.30
H 0.1066 0.5401 -2.4570  0.05
H 1.0217 1.0223 -0.9006  -0.31
H 3.3063 0.7576 -0.6893  -0.22
H 4.3336 0.1551 -2.1602  0.31
H 4.6445 2.8140 -1.9989  0.36
H 3.7478 2.2549 -3.4924  0.37
H 2.9562 0.9798 2.4773  0.22
H 5.5545 -1.3643 0.4634  0.37
H 8.1694 -1.1948 1.3812  0.29
H 8.7065 -0.9864 3.9902  0.30
H 6.7287 -0.9167 5.8013  0.30
H 4.2155 -1.0795 4.9597  0.30
H 2.8678 -3.6361 1.9867  0.41
C -5.9010 1.4239 1.5315  -0.17
C -6.4363 2.0554 0.2857  0.32
O -7.7357 2.4616 0.6608  -0.31
C -7.6659 2.7104 1.9999  0.62
O -8.4886 3.3239 2.6126  -0.51
O -6.5380 2.1799 2.5523  -0.30
F -6.5401 1.1465 -0.7144  -0.27
H -6.1855 0.3721 1.6268  0.18
H -4.8150 1.5011 1.6051  0.15
H -5.8657 2.9227 -0.0597  0.28
C -2.9077 0.5978 -6.5890  -0.44
C -3.8170 -0.2042 -5.7140  0.35
O -2.9286 -1.0538 -5.0160  -0.26
C -1.7575 -0.3623 -4.9340  0.65
O -0.8643 -0.6408 -4.1886  -0.54
O -1.7309 0.6903 -5.7993  -0.29
F -4.6528 -0.9700 -6.4540  -0.30
H -2.6748 0.0926 -7.5306  0.29
H -3.3096 1.5872 -6.8121  0.27
H -4.3942 0.3906 -4.9998  0.26

2.
C38H35AsF6N4O6PtS2 | wB97M-V/def2-TZVPD

The value obtained for the frontier orbital gap (alpha / beta) is 7.1 / 7.2 eV. The calculation puts the energy above the lowest of the compared OMol25 structures with the same formula, charge and spin at 55.2 kcal per mole.

Last column: Mulliken charge in e.
Cartesian coordinates (Å):
Pt 0.2989 -0.4332 0.1744  1.67
C 0.7908 0.7230 4.2882  -2.18
C 1.0725 0.8723 2.7957  1.30
O 0.2534 0.0305 2.0844  -0.33
C 2.5559 0.5067 2.5680  0.41
F 3.4086 1.1946 3.3375  -0.31
F 2.7196 -0.7989 2.8790  -0.33
F 2.9436 0.6695 1.3014  -0.19
C 0.8367 2.3507 2.3973  0.49
F 1.7266 3.1951 2.9362  -0.30
F 0.8629 2.5311 1.0729  -0.14
F -0.3781 2.7456 2.8271  -0.28
H 0.9523 -0.3169 4.5666  0.38
H -0.2500 0.9792 4.4781  0.43
H 1.4320 1.3653 4.8900  0.40
O 1.3299 1.0373 -1.8744  -0.69
C 0.8401 0.0911 -2.4674  0.01
N 0.1904 -0.9055 -1.7739  0.61
S -0.5670 -1.9930 -2.7211  1.04
O -1.9950 -1.8629 -2.5818  -0.72
O -0.0080 -3.3069 -2.5953  -0.66
C -0.0174 -1.2334 -4.2198  0.33
C -0.2877 -1.6317 -5.5139  -0.94
C 0.2492 -0.8599 -6.5380  -0.57
C 1.0263 0.2646 -6.2613  -0.59
C 1.2832 0.6484 -4.9505  -0.77
C 0.7489 -0.1199 -3.9370  0.46
H -0.8879 -2.5080 -5.7214  0.50
H 0.0588 -1.1367 -7.5672  0.41
H 1.4335 0.8431 -7.0806  0.42
H 1.8853 1.5159 -4.7132  0.54
O 2.9924 -1.5981 -2.1274  -0.79
S 2.9927 -1.6324 -0.6321  1.18
C 4.7317 -1.4224 -0.1731  0.34
C 5.5994 -1.1923 -1.2283  -0.64
C 6.9568 -1.0355 -0.9700  -0.65
C 7.4342 -1.1015 0.3297  -0.53
C 6.5487 -1.3083 1.3815  -1.08
C 5.1933 -1.4626 1.1361  0.15
C 2.8171 -3.3629 -0.1720  0.63
C 2.7696 -3.7591 1.1588  0.25
C 2.5683 -5.0952 1.4561  -0.96
C 2.3855 -6.0193 0.4300  -0.59
C 2.4102 -5.6037 -0.8915  -0.78
C 2.6273 -4.2642 -1.2009  -0.46
H 5.2040 -1.1503 -2.2340  0.46
H 7.6398 -0.8595 -1.7918  0.41
H 8.4935 -0.9897 0.5265  0.39
H 6.9124 -1.3439 2.4006  0.43
H 4.5175 -1.6065 1.9636  0.28
H 2.8564 -3.0345 1.9574  0.12
H 2.5373 -5.4157 2.4907  0.45
H 2.2185 -7.0628 0.6668  0.40
H 2.2484 -6.3159 -1.6908  0.42
H 2.6263 -3.9107 -2.2238  0.44
C -1.6448 -2.3876 3.3358  -0.93
As -1.3467 -3.0380 1.5702  0.65
C -2.8572 -2.6138 0.4836  -0.88
C -1.3001 -4.9358 1.7121  -1.14
O 0.0881 -2.5381 0.8816  -0.54
H -2.5693 -2.8111 3.7263  0.46
H -1.6807 -1.3005 3.3127  0.09
H -0.7973 -2.6941 3.9466  0.33
H -3.7716 -2.9873 0.9438  0.50
H -2.6987 -3.0694 -0.4926  0.33
H -2.9114 -1.5365 0.3460  0.05
H -2.1609 -5.2985 2.2724  0.45
H -0.3737 -5.2163 2.2100  0.30
H -1.3029 -5.3524 0.7064  0.34
N -4.1524 5.2409 -0.8274  0.03
C -5.0088 6.2289 -0.3789  0.68
C -5.4192 7.4423 -0.9305  -1.04
C -6.2861 8.2015 -0.1711  -0.41
C -6.7323 7.7676 1.0921  -0.47
C -6.3200 6.5645 1.6239  -0.73
C -5.4379 5.7857 0.8718  0.53
N -4.8542 4.5609 1.1771  -0.67
C -4.1073 4.2817 0.1496  -0.10
C -3.2755 3.0654 0.0374  1.14
C -3.1772 2.2059 1.1211  -0.77
C -2.3624 1.0981 1.0211  -0.10
N -1.6757 0.7846 -0.0843  0.03
C -1.8021 1.5963 -1.1348  -0.58
C -2.5772 2.7411 -1.1142  -0.95
H -3.6470 5.2370 -1.6943  0.16
H -5.0753 7.7776 -1.9004  0.38
H -6.6306 9.1536 -0.5536  0.38
H -7.4077 8.3985 1.6552  0.38
H -6.6603 6.2234 2.5930  0.43
H -3.7138 2.4262 2.0335  0.53
H -2.2303 0.4330 1.8630  0.10
H -1.2801 1.3096 -2.0348  0.49
H -2.6292 3.3450 -2.0109  0.34

3.
C7H12N2O | wB97M-V/def2-TZVPD

The SMILES is [H]/N=C(/O)C[C@H]1[C@@H](C)[C@H]2N[C@@H]12. The value obtained for the frontier orbital gap is 10.1 eV. The calculation puts the energy above the lowest of the compared OMol25 structures with the same formula, charge and spin at 59.3 kcal per mole.

Last column: natural (NBO) charge in e.
Cartesian coordinates (Å):
H 1.6720 -0.8605 -1.4415  0.34
N 2.4196 -0.5231 -0.8409  -0.75
C 1.9677 0.2008 0.1243  0.58
O 2.9533 0.7822 0.8049  -0.68
C 0.6658 0.9490 0.1918  -0.50
C -0.4418 0.3971 -0.6854  -0.22
C -1.1038 -0.9970 -0.3492  -0.21
C -0.6295 -1.7946 0.8518  -0.63
C -2.4485 -0.2728 -0.2422  -0.09
N -2.3153 0.7494 0.8044  -0.61
C -1.8229 1.0374 -0.5486  -0.08
H 3.7363 0.6277 0.0830  0.51
H 0.8642 1.9961 -0.0898  0.24
H 0.3616 0.9605 1.2479  0.25
H -0.1354 0.4191 -1.7411  0.21
H -1.0898 -1.6271 -1.2493  0.21
H -0.6633 -1.1890 1.7676  0.22
H -1.2763 -2.6709 1.0052  0.22
H 0.3965 -2.1600 0.7043  0.22
H -3.4309 -0.6539 -0.5224  0.21
H -3.2172 1.2093 0.9157  0.36
H -2.2154 1.8819 -1.1152  0.21

4.
C35H40BrN3NiO2PSb | wB97M-V/def2-TZVPD

The value obtained for the frontier orbital gap is 8.7 eV. The calculation puts the energy above the lowest of the compared OMol25 structures with the same formula, charge and spin at 0.0 kcal per mole.

Last column: Mulliken charge in e.
Cartesian coordinates (Å):
Ni 0.2948 0.0821 -0.2128  -0.13
C -6.4466 -1.4534 -2.2958  -0.50
C -5.7437 -2.6361 -2.1037  -0.80
C -4.3989 -2.6001 -1.7685  -0.17
C -3.7355 -1.3810 -1.6217  0.06
C -4.4488 -0.2039 -1.8225  -0.27
C -5.7982 -0.2371 -2.1564  -0.68
Sb -1.6485 -1.4182 -1.1463  1.15
C -1.7238 -3.2535 -0.0862  0.22
C -1.0580 -4.3917 -0.5224  -0.09
C -1.1245 -5.5644 0.2213  -0.66
C -1.8537 -5.6031 1.3997  -0.57
C -2.5172 -4.4654 1.8418  -0.77
C -2.4504 -3.2951 1.1021  -0.48
C -0.9596 -2.0485 -3.0627  0.73
C 0.3416 -2.5213 -3.2392  -0.40
C 0.7752 -2.9054 -4.5014  -1.08
C -0.0728 -2.8091 -5.5952  -0.56
C -1.3641 -2.3322 -5.4261  -0.66
C -1.8071 -1.9567 -4.1649  -0.70
H -7.4973 -1.4824 -2.5544  0.37
H -6.2444 -3.5896 -2.2144  0.41
H -3.8635 -3.5303 -1.6180  0.42
H -3.9606 0.7574 -1.7306  0.28
H -6.3381 0.6890 -2.3077  0.43
H -0.4737 -4.3731 -1.4344  0.36
H -0.5949 -6.4445 -0.1206  0.42
H -1.8947 -6.5135 1.9835  0.43
H -3.0761 -4.4884 2.7690  0.42
H -2.9702 -2.4115 1.4593  0.41
H 1.0189 -2.5863 -2.3971  0.50
H 1.7842 -3.2778 -4.6255  0.46
H 0.2715 -3.1061 -6.5777  0.38
H -2.0323 -2.2556 -6.2746  0.41
H -2.8231 -1.5987 -4.0478  0.36
C 4.1906 1.7999 -0.4254  -1.74
C 2.8778 1.1753 -0.9042  1.00
C 3.1567 -0.0450 -1.7772  -1.50
C 1.9977 0.8451 0.3037  -1.95
H 4.8343 2.0611 -1.2681  0.45
H 4.7352 1.0953 0.2080  0.36
H 4.0146 2.7057 0.1606  0.38
H 2.3700 1.9146 -1.5334  -0.06
H 3.5831 -0.8574 -1.1847  0.31
H 3.8603 0.2098 -2.5728  0.53
H 2.2455 -0.4297 -2.2367  0.14
H 1.9561 1.7143 0.9727  0.95
H 2.4578 0.0360 0.8782  1.13
Br 0.2508 -5.5057 4.6987  -0.18
C 0.3221 -3.8340 3.8045  -0.21
C -0.2016 -2.7139 4.4292  -0.44
C -0.1584 -1.5009 3.7591  -1.13
C 0.3760 -1.4242 2.4810  0.58
C 0.8904 -2.5557 1.8603  0.92
C 0.8799 -3.7681 2.5426  -0.87
C 1.4469 -2.5722 0.4469  -0.60
O 2.1701 -3.4941 0.1111  -0.72
O 1.0731 -1.6359 -0.3689  0.17
H -0.6288 -2.7901 5.4195  0.44
H -0.5450 -0.6115 4.2415  0.43
H 0.4042 -0.4654 1.9728  0.35
H 1.2964 -4.6407 2.0603  0.61
C -2.6056 3.8781 1.5374  -0.97
N -1.2502 3.8305 2.0829  0.17
C -0.4454 4.8569 1.4219  -0.86
N -0.4364 4.7530 -0.0357  0.11
C -1.8158 4.7698 -0.5159  -0.95
N -2.6635 3.7398 0.0827  0.10
C -2.2443 2.4025 -0.3345  -1.23
P -0.5070 2.0096 0.1540  2.23
C -0.6554 2.5036 1.9296  -1.33
C 0.2794 3.5573 -0.4823  -1.13
H -3.0412 4.8436 1.8017  0.29
H -3.2050 3.0897 1.9965  0.36
H 0.5801 4.8019 1.7916  0.40
H -0.8588 5.8315 1.6887  0.29
H -1.8187 4.6502 -1.6009  0.39
H -2.2463 5.7431 -0.2731  0.33
H -2.3370 2.3088 -1.4202  0.50
H -2.9026 1.6553 0.1178  0.58
H 0.3321 2.4856 2.3967  0.49
H -1.2726 1.7652 2.4490  0.41
H 0.2984 3.5286 -1.5741  0.37
H 1.3142 3.6053 -0.1408  0.39

5.
C17H29N3O5 | wB97M-V/def2-TZVPD

The SMILES is CC(C)CCNC(=O)NC(=O)COC(=O)CNC(=O)C1CCCCC1. The value obtained for the frontier orbital gap is 9.8 eV. The calculation puts the energy above the lowest of the compared OMol25 structures with the same formula, charge and spin at 2.7 kcal per mole.

Last column: natural (NBO) charge in e.
Cartesian coordinates (Å):
C 7.1576 0.7789 -0.3869  -0.61
C 6.0627 1.2602 0.5633  -0.21
C 5.5541 2.6362 0.1391  -0.61
C 4.9215 0.2421 0.6907  -0.40
C 4.1510 -0.0224 -0.6046  -0.23
N 3.1087 -0.9985 -0.3884  -0.63
C 1.8092 -0.6781 -0.4153  0.79
O 1.3476 0.4014 -0.7081  -0.65
N 0.9244 -1.7405 -0.0940  -0.67
C 1.2211 -3.0069 0.2576  0.67
O 2.3436 -3.4565 0.3958  -0.63
C 0.0006 -3.8953 0.5017  -0.18
O -1.0579 -3.5938 -0.3958  -0.51
C -2.2516 -3.2912 0.1328  0.82
O -2.5447 -3.4102 1.2903  -0.60
C -3.2504 -2.9588 -0.9818  -0.31
N -3.7124 -1.5942 -0.8342  -0.60
C -2.9061 -0.6732 -0.2799  0.73
O -1.8072 -1.0016 0.1426  -0.66
C -3.4142 0.7433 -0.1490  -0.32
C -4.4788 1.1637 -1.1604  -0.40
C -4.8335 2.6337 -0.9421  -0.39
C -5.3605 2.8460 0.4743  -0.40
C -4.3301 2.3915 1.5042  -0.40
C -3.9481 0.9318 1.2793  -0.38
H 7.4909 -0.2204 -0.1162  0.21
H 8.0136 1.4484 -0.3406  0.21
H 6.8011 0.7608 -1.4136  0.20
H 6.5053 1.3575 1.5622  0.20
H 4.7363 2.9572 0.7797  0.21
H 6.3540 3.3700 0.2101  0.21
H 5.2014 2.6196 -0.8887  0.20
H 4.2127 0.5997 1.4411  0.21
H 5.3328 -0.7055 1.0487  0.20
H 4.8243 -0.3975 -1.3803  0.19
H 3.6618 0.8871 -0.9565  0.23
H 3.3613 -1.9322 -0.0812  0.43
H -0.0562 -1.4541 -0.1078  0.46
H -0.3487 -3.7554 1.5331  0.24
H 0.2985 -4.9388 0.3624  0.22
H -2.7555 -3.1046 -1.9485  0.22
H -4.1014 -3.6368 -0.8890  0.23
H -4.6180 -1.3500 -1.1974  0.41
H -2.5345 1.3859 -0.2660  0.24
H -5.3886 0.5715 -1.0266  0.18
H -4.1128 1.0157 -2.1790  0.22
H -5.5862 2.9436 -1.6699  0.21
H -3.9446 3.2482 -1.0968  0.20
H -6.2828 2.2752 0.6072  0.19
H -5.5969 3.9005 0.6272  0.21
H -4.7322 2.5135 2.5115  0.21
H -3.4368 3.0139 1.4218  0.20
H -4.8222 0.2924 1.4270  0.20
H -3.1833 0.6269 1.9948  0.23

6.
C8H22N3Si | wB97M-V/def2-TZVPD

The value obtained for the frontier orbital gap is 10.2 eV. As for the total charge: +1. The calculation puts the energy above the lowest of the compared OMol25 structures with the same formula, charge and spin at 10.4 kcal per mole.

Last column: natural (NBO) charge in e.
Cartesian coordinates (Å):
C -2.2617 -2.3371 -0.8000  -0.42
C -2.0646 -2.0572 0.6919  -0.43
C -2.5279 -0.8833 -1.4067  -0.42
C -2.6664 -0.6455 1.0186  -0.42
C -2.2745 0.2068 -0.2307  -0.07
C 2.3424 -1.1850 -0.6955  -0.44
C 3.5777 2.3683 -0.0909  -0.40
C 0.1967 -0.3062 -0.4388  0.42
N 1.4173 -0.1097 -0.3697  -0.52
N -0.8973 0.7182 -0.1713  -0.81
N 3.2240 1.3619 0.9522  -0.87
Si -0.7922 2.1561 0.8415  1.08
H -1.3604 -2.7912 -1.2737  0.20
H -3.1453 -2.9054 -1.1695  0.24
H -2.7575 -2.7682 1.2554  0.26
H -1.0307 -1.9014 0.9113  0.19
H -1.8287 -0.6854 -2.2215  0.22
H -3.6157 -0.9598 -1.6181  0.24
H -3.7482 -0.6113 1.0499  0.22
H -2.2572 -0.3678 2.0117  0.22
H -2.9247 1.0596 -0.3985  0.23
H 2.9210 -1.4907 0.1532  0.24
H 1.9216 -2.1190 -1.3126  0.24
H 3.1907 -0.8082 -1.2565  0.24
H 4.5291 2.2609 -0.5311  0.22
H 2.6876 2.0828 -0.8349  0.17
H 3.5040 3.3184 0.3639  0.21
H -0.1267 -1.2956 -0.8121  0.23
H 1.9228 0.6415 0.1195  0.47
H 2.6336 1.7844 1.6189  0.37
H 3.9752 0.9762 1.4772  0.39
H -0.8092 1.8582 2.3845  -0.13
H -1.6540 3.1007 0.1736  -0.12
H 0.6993 2.3341 0.6089  -0.22

7.
C4H8BrN | wB97M-V/def2-TZVPD

The SMILES is CC1(C)CN1Br. The value obtained for the frontier orbital gap is 9.8 eV. The calculation puts the energy above the lowest of the compared OMol25 structures with the same formula, charge and spin at 50.5 kcal per mole.

Last column: natural (NBO) charge in e.
Cartesian coordinates (Å):
C -1.2324 -0.5321 -0.8104  -0.60
C -0.0017 -0.0035 -0.0134  0.09
C -0.3567 1.0313 1.0481  -0.60
C 1.3771 0.1919 -0.4692  -0.28
N 1.1423 -0.8561 0.5463  -0.42
Br 1.1064 -2.6504 -0.1667  0.10
H -1.7428 -1.1718 -0.0591  0.23
H -0.9169 -1.0083 -1.6022  0.21
H -1.6410 0.4686 -1.0897  0.22
H 0.6100 1.3787 1.5694  0.23
H -1.0494 0.6043 1.9122  0.21
H -0.9942 1.6925 0.6656  0.21
H 1.6480 -0.1693 -1.4022  0.20
H 2.0513 1.0243 -0.1287  0.21

8.
C3H7ClOPS2 | wB97M-V/def2-TZVPD

The value obtained for the frontier orbital gap is 9.7 eV. As for the total charge: +1. The calculation puts the energy above the lowest of the compared OMol25 structures with the same formula, charge and spin at 0.0 kcal per mole.

Last column: natural (NBO) charge in e.
Cartesian coordinates (Å):
C -1.3548 0.5437 0.1271  -0.50
C -0.6995 -0.0721 1.2697  -0.08
C -1.0328 -0.1135 -1.2689  -0.48
O 0.8009 0.3379 1.4950  -0.80
P 1.6564 0.1427 0.1926  1.38
S 0.7603 0.1695 -1.6616  0.05
S 2.9408 -1.5026 0.2170  -0.12
Cl 2.9114 1.9756 0.3027  -0.19
H -2.5225 0.4544 0.1474  0.29
H -1.2862 1.6458 0.1014  0.26
H -1.1078 0.3024 2.2534  0.26
H -0.7585 -1.1646 1.2141  0.22
H -1.1387 -1.1883 -1.2887  0.24
H -1.6693 0.3849 -2.0346  0.28
H 2.5004 -1.9157 -1.0667  0.21